# 1
Formula: C13H48N16O11
Source: the OMol25 dataset
Level of theory: ωB97M-V/def2-TZVPD

The geometry in XYZ format:
```
88
Properties=species:S:1:pos:R:3:forces:R:3:lowdin_charge:R:1
C 3.064818 -0.396205 2.130841 1.012 -0.029 -0.325 -0.063
C 1.879818 -1.154205 2.711841 1.660 -2.908 -1.807 -0.341
O 1.668818 -0.828205 4.029841 1.133 1.329 1.691 -0.082
H 3.973818 -0.563205 2.804841 -1.329 0.776 -0.650 0.112
H 2.814818 0.660795 1.893841 0.557 -0.477 0.467 0.056
H 3.405818 -0.860205 1.165841 -0.687 0.354 0.755 0.056
H 2.236818 -2.236205 2.614841 -1.150 1.065 0.129 0.138
H 0.937818 -1.002205 2.195841 0.018 -0.194 -0.717 0.097
H 1.277818 -1.523205 4.518841 -0.380 -1.389 0.461 0.090
C 5.551818 0.756795 -1.921159 -1.440 -1.276 -0.784 -0.043
C 4.125818 0.466795 -1.367159 -0.021 -0.973 -0.115 -0.267
O 2.995818 0.766795 -2.224159 1.044 0.566 0.245 -0.125
H 6.298818 0.020795 -1.617159 -0.272 -0.119 0.043 0.076
H 5.828818 1.676795 -1.499159 0.655 1.422 0.144 0.045
H 5.537818 0.802795 -3.022159 0.047 0.068 0.444 0.086
H 4.026818 0.996795 -0.454159 -0.323 0.859 0.788 0.068
H 3.956818 -0.570205 -1.007159 0.468 0.129 -0.684 0.096
H 2.591818 1.601795 -1.944159 0.161 0.117 0.350 0.062
C -0.684182 0.124795 0.114841 -6.926 6.691 3.411 -0.627
O -1.222182 1.379795 0.332841 2.452 -4.856 -1.062 -0.105
N 0.424818 -0.094205 -0.420159 6.917 1.429 -1.703 0.159
N -1.426182 -0.901205 0.387841 -1.394 -2.959 0.672 0.188
H 1.090818 0.723795 -0.353159 -0.686 -0.530 -0.305 0.116
H 0.865818 -1.006205 -0.319159 0.241 -0.202 0.607 0.070
H -2.227182 -0.758205 0.999841 0.444 -0.280 -0.264 0.070
H -1.113182 -1.896205 0.248841 -0.553 1.459 0.398 0.109
C 0.837818 -3.491205 -0.083159 4.550 -3.590 7.654 -0.640
O 1.111818 -4.230205 1.023841 -1.833 2.929 -5.016 -0.097
N 1.761818 -2.602205 -0.468159 3.131 1.076 -1.518 0.095
N -0.248182 -3.388205 -0.731159 -4.023 0.256 -3.613 0.180
H 2.678818 -2.798205 -0.008159 -1.216 0.236 -0.644 0.131
H 1.851818 -2.316205 -1.540159 0.159 -1.039 2.340 0.087
H -1.015182 -4.013205 -0.587159 -0.397 -0.302 0.254 0.124
H -0.226182 -2.860205 -1.640159 -0.193 -0.928 1.342 0.128
C 1.823818 2.998795 0.960841 -0.865 -4.561 -6.656 -0.680
O 1.847818 2.327795 -0.173159 1.548 2.148 2.480 -0.065
N 2.769818 3.396795 1.675841 8.200 1.762 1.525 0.217
N 0.688818 3.058795 1.524841 -5.310 3.666 2.536 0.147
H 3.760818 3.323795 1.313841 -1.858 0.072 0.648 0.172
H 2.683818 3.847795 2.575841 -0.298 -0.111 -0.303 0.141
H -0.058182 3.142795 0.877841 -1.233 -0.842 -0.710 0.123
H 0.532818 3.770795 2.270841 0.299 -0.789 -0.662 0.175
C -0.921182 1.268795 3.918841 -4.948 7.875 -2.449 -0.736
O -1.838182 2.235795 3.677841 3.048 -4.019 1.283 -0.093
N -1.009182 0.345795 4.763841 -3.012 -5.713 6.502 0.166
N 0.177818 1.238795 3.315841 5.318 2.315 -5.290 0.187
H -1.858182 0.229795 5.332841 0.729 0.393 -0.452 0.157
H -0.293182 -0.361205 4.944841 -0.403 0.920 -0.433 0.126
H 0.346818 1.950795 2.536841 -0.735 -1.694 1.510 0.060
H 0.902818 0.541795 3.384841 -0.776 0.268 0.870 0.053
C -0.060182 3.187795 -3.385159 -5.345 6.825 1.031 -0.645
O -1.066182 4.054795 -3.059159 4.847 -2.918 -1.717 -0.124
N 1.049818 3.513795 -4.046159 0.633 1.604 -0.235 0.166
N -0.229182 1.986795 -3.046159 -1.671 -6.635 2.462 0.187
H 1.046818 4.459795 -4.396159 0.158 -0.184 -0.044 0.113
H 1.596818 2.828795 -4.517159 0.157 -0.331 -0.259 0.098
H -1.111182 1.695795 -2.571159 1.006 1.153 -0.649 0.108
H 0.423818 1.208795 -3.028159 0.246 0.727 -0.613 0.082
C -4.483182 -2.568205 0.505841 4.690 -2.778 -1.845 -0.641
O -3.278182 -3.196205 0.498841 -4.947 3.279 -0.199 -0.102
N -4.911182 -1.608205 -0.318159 0.566 2.496 -0.914 0.148
N -5.496182 -3.058205 1.166841 -0.479 -2.388 2.697 0.159
H -4.163182 -1.183205 -0.910159 -1.265 -0.008 0.567 0.070
H -5.783182 -1.049205 -0.057159 2.056 -1.162 -0.821 0.156
H -5.230182 -3.773205 1.821841 -0.252 -0.074 0.234 0.122
H -6.290182 -2.510205 1.384841 -0.642 0.325 0.088 0.099
C -3.388182 0.738795 -2.442159 -5.170 4.790 -8.128 -0.697
O -4.021182 0.954795 -3.640159 2.749 -1.512 5.242 -0.117
N -3.252182 1.702795 -1.591159 0.191 2.761 1.912 0.181
N -2.924182 -0.382205 -2.081159 2.897 -6.245 0.781 0.139
H -3.581182 2.620795 -1.887159 0.357 -0.467 0.135 0.138
H -2.643182 1.606795 -0.758159 -0.304 0.291 -0.336 0.074
H -2.894182 -1.138205 -2.759159 -0.315 0.429 0.012 0.139
H -2.206182 -0.456205 -1.355159 -0.732 0.056 -0.181 0.071
C 1.105818 -1.710205 -3.522159 0.038 -4.407 -6.694 -0.739
O 0.970818 -2.422205 -4.584159 -0.614 1.989 2.840 -0.012
N 2.248818 -1.623205 -2.950159 6.818 -0.084 2.341 0.122
N 0.203818 -1.100205 -2.838159 -5.340 1.354 1.097 0.148
H 3.146818 -2.045205 -3.258159 -1.616 0.324 -0.468 0.174
H 2.420818 -0.798205 -2.382159 -0.049 0.242 -0.386 0.047
H -0.726182 -1.321205 -3.206159 0.365 0.735 0.189 0.124
H 0.276818 -0.617205 -1.882159 0.110 -0.573 -1.741 0.056
C -3.773182 -0.321205 2.501841 -2.090 2.513 1.797 -0.187
O -2.609182 -0.994205 2.883841 -0.370 -1.060 -1.259 -0.112
H -4.661182 -0.826205 2.908841 0.175 -0.425 -0.578 0.079
H -4.001182 0.078795 1.476841 1.026 -1.074 0.350 0.088
H -3.813182 0.627795 3.084841 0.116 -0.279 -0.379 0.087
H -2.087182 -0.371205 3.367841 0.466 0.309 0.287 0.005
```
Forces are in eV/Å.

Results
- Spin multiplicity: 1
- Energy above the lowest of the compared OMol25 structures with the same formula, charge and spin: 231.0 kcal per mole
- Orbital gap: 8.446 eV
- SMILES: NC(N)=O.NC(N)=O.NC(N)=O.NC(N)=O.NC(N)=O.NC(N)=O.NC(N)=O.NC(N)=O.CCO.CCO.CO

---

# 2
Formula: C37H78N3O16S7
Source: the OMol25 dataset
Level of theory: ωB97M-V/def2-TZVPD

The geometry in XYZ format:
```
141
Properties=species:S:1:pos:R:3:forces:R:3:lowdin_charge:R:1
C 3.056426 -3.054690 0.756321 0.861 -0.316 0.352 -0.100
O 3.075462 -1.941637 -0.220917 -2.363 -1.268 0.687 -0.263
C 1.775741 -1.792308 -0.893828 -0.510 0.956 -1.690 -0.215
C 1.539110 -0.204397 -1.360970 0.617 -0.208 1.622 -0.137
C 1.812936 0.750308 -0.015587 -1.028 -0.017 0.301 -0.175
C 0.481527 1.719596 0.273559 1.029 -0.304 0.726 -0.187
C -0.656859 0.727348 0.918169 -0.485 0.894 0.270 -0.207
C -2.199187 1.043077 0.389115 1.079 0.064 -0.297 -0.159
C -3.208249 0.232894 1.398527 0.637 1.760 1.317 -0.156
N -4.370264 -0.460378 0.723046 0.225 -3.702 -1.703 0.086
C -4.234823 -1.705206 0.094726 -1.370 0.779 1.083 -0.093
N -5.445781 -2.385677 -0.577604 3.229 0.621 3.351 0.136
N -2.836393 -2.356297 0.118383 -3.539 0.014 0.856 -0.017
O -2.328043 -2.033759 -1.104628 2.083 1.656 -2.386 -0.085
H 3.684086 -3.960329 0.343943 -1.233 1.689 0.672 0.096
H 3.601700 -2.664759 1.722885 -1.224 -0.796 -1.840 0.105
H 1.981720 -3.439152 1.014970 1.955 0.956 -0.483 0.087
H 0.843022 -2.062767 -0.235573 1.969 0.266 -0.820 0.104
H 1.761069 -2.476451 -1.861851 -0.077 1.199 1.904 0.123
H 0.402764 -0.104251 -1.674560 2.271 -0.181 0.428 0.110
H 2.256406 0.119579 -2.229224 -1.786 -0.819 1.888 0.084
H 1.901053 0.075054 0.964838 -0.027 1.390 -2.206 0.109
H 2.804529 1.365715 -0.110787 -1.989 -1.153 0.063 0.114
H 0.139968 2.319952 -0.670991 0.561 -1.323 1.698 0.101
H 0.785952 2.521495 1.099415 -0.764 -1.696 -1.815 0.126
H -0.671160 0.949384 2.086270 0.102 -0.787 -2.643 0.097
H -0.346881 -0.410499 0.737885 -0.880 2.358 0.432 0.106
H -2.376244 2.223618 0.407960 0.314 -2.789 0.237 0.097
H -2.303896 0.738700 -0.751297 -0.040 0.416 2.338 0.118
H -3.683603 1.052586 2.120157 0.836 -1.909 -1.580 0.150
H -2.584767 -0.482733 2.109493 -1.509 1.160 -1.901 0.145
H -5.329369 -0.004545 0.749781 1.739 -0.896 -0.328 0.185
H -5.087782 -3.310156 -0.904739 -0.339 0.766 0.094 0.075
H -6.105416 -2.632062 0.217198 0.687 0.609 -1.254 0.125
H -2.935375 -3.414439 0.064074 -0.274 1.552 0.665 0.101
H -1.630737 -1.317859 -1.018005 -0.985 -1.121 0.354 0.096
C -3.284742 6.630344 -1.793295 0.146 -0.190 -0.148 -0.237
C -4.195608 5.467651 -1.402056 -0.394 0.177 -0.011 -0.208
C -3.310901 4.369832 -0.813706 -0.551 -0.429 -0.262 -0.251
S -1.889848 5.195209 -0.112980 0.133 0.481 0.292 0.656
O -0.714485 4.805469 -0.863152 -0.188 -0.091 0.389 -0.330
O -1.951898 5.107220 1.332309 0.322 -0.320 -0.410 -0.334
C -2.354879 6.842736 -0.607971 -0.196 0.486 -0.089 -0.224
H -3.856156 7.534451 -2.022871 0.158 -0.167 -0.039 0.124
H -2.703431 6.361292 -2.683310 -0.250 0.132 0.485 0.079
H -4.914989 5.806188 -0.646530 0.083 -0.080 -0.075 0.119
H -4.768574 5.096798 -2.257670 0.094 0.054 0.137 0.120
H -3.829765 3.811780 -0.030203 0.230 0.067 -0.054 0.090
H -2.956661 3.683505 -1.587747 0.078 0.110 0.141 0.105
H -1.465119 7.422870 -0.858480 0.003 -0.188 0.141 0.113
H -2.884180 7.306884 0.229557 0.157 -0.121 -0.003 0.111
C 5.827213 -1.443099 -5.087051 0.224 0.180 0.036 -0.224
C 5.853200 -2.485456 -3.970172 0.303 -0.224 -0.043 -0.215
C 4.522076 -2.393593 -3.226036 0.370 -0.174 0.546 -0.230
S 3.327401 -1.793906 -4.411273 0.035 -0.380 -0.243 0.671
O 2.881260 -0.481906 -3.992050 -0.049 -0.415 -0.551 -0.339
O 2.401729 -2.860526 -4.736704 -0.106 0.574 0.238 -0.333
C 4.472427 -1.595835 -5.762309 0.311 0.134 -0.460 -0.234
H 6.647982 -1.586741 -5.795806 -0.139 0.053 0.094 0.120
H 5.921772 -0.438599 -4.657541 -0.019 -0.106 -0.103 0.123
H 5.963346 -3.485423 -4.407059 -0.008 0.147 0.048 0.120
H 6.696943 -2.329568 -3.290691 -0.163 -0.051 -0.092 0.120
H 4.202993 -3.369133 -2.850502 -0.152 0.270 -0.022 0.108
H 4.572493 -1.675698 -2.402778 -0.175 -0.113 -0.112 0.104
H 4.192906 -0.730222 -6.365273 -0.151 -0.131 0.116 0.111
H 4.435024 -2.505716 -6.368745 -0.090 0.111 0.111 0.112
C 2.097096 -0.022192 6.544982 0.013 0.058 0.139 -0.236
C 0.777872 -0.689266 6.931324 0.057 -0.150 0.307 -0.206
C -0.168725 -0.558101 5.739343 -0.581 -0.062 0.439 -0.225
S 0.866506 -0.479395 4.285465 0.449 -0.218 0.267 0.661
O 0.719219 0.829972 3.685465 -0.017 -0.353 -0.027 -0.335
O 0.713281 -1.703056 3.524132 -0.223 0.384 -0.344 -0.351
C 2.424147 -0.532490 5.149496 0.427 0.012 0.179 -0.220
H 2.894529 -0.257209 7.255964 -0.208 0.137 -0.221 0.106
H 1.969225 1.066727 6.526399 0.096 -0.199 0.043 0.113
H 0.954943 -1.749999 7.146792 -0.030 0.145 -0.034 0.122
H 0.345135 -0.239653 7.830482 0.060 -0.094 -0.162 0.123
H -0.839277 -1.417663 5.661679 0.066 0.191 -0.192 0.103
H -0.751511 0.365684 5.790835 0.123 -0.101 -0.142 0.108
H 3.161222 0.081588 4.629292 -0.152 -0.109 -0.107 0.113
H 2.755103 -1.574915 5.178907 -0.083 0.120 -0.096 0.114
C -0.982659 -7.313189 1.076866 0.170 0.001 -0.195 -0.219
C -0.248134 -6.691005 2.263440 0.293 -0.234 0.085 -0.214
C -1.071328 -5.493822 2.735852 0.588 0.339 0.186 -0.218
S -2.767697 -5.852854 2.305631 0.066 -0.997 0.956 0.692
O -3.201161 -4.899228 1.306212 -0.393 0.277 -0.039 -0.355
O -3.523536 -6.105162 3.516210 0.009 0.594 -0.756 -0.313
C -2.441475 -7.407697 1.498378 -0.003 -0.401 -0.403 -0.221
H -0.575278 -8.294376 0.816208 -0.104 0.166 0.004 0.124
H -0.886458 -6.662046 0.199827 -0.032 -0.117 0.052 0.119
H -0.171383 -7.428055 3.072021 -0.015 0.114 -0.127 0.123
H 0.769636 -6.389680 1.996519 -0.167 -0.024 0.088 0.117
H -0.992751 -5.353001 3.816830 -0.210 0.118 -0.215 0.111
H -0.777254 -4.576617 2.218237 -0.137 -0.055 0.097 0.100
H -3.123788 -7.542583 0.657404 -0.072 0.088 0.154 0.109
H -2.587970 -8.203982 2.234255 -0.062 0.202 -0.040 0.117
C -0.011246 8.280112 -6.006628 0.219 0.086 0.162 -0.225
C 0.236694 6.864036 -6.524173 0.324 -0.006 -0.223 -0.218
C -0.925767 5.992787 -6.051227 0.450 -0.549 -0.006 -0.222
S -2.330839 7.083122 -5.882107 -0.256 0.075 -0.831 0.692
O -2.695303 7.151099 -4.482578 -0.167 0.041 -0.673 -0.337
O -3.295549 6.782453 -6.921041 0.118 0.038 0.774 -0.320
C -1.470162 8.582327 -6.314813 0.238 0.508 -0.053 -0.232
H 0.657679 9.007115 -6.476346 -0.117 -0.093 0.097 0.120
H 0.158600 8.313006 -4.923803 -0.029 0.047 -0.131 0.121
H 0.266223 6.876380 -7.620491 -0.013 0.003 0.165 0.121
H 1.195037 6.467429 -6.174632 -0.174 0.035 -0.073 0.119
H -1.160251 5.207647 -6.774478 -0.163 0.130 0.222 0.108
H -0.721294 5.549226 -5.072905 -0.139 0.093 -0.093 0.107
H -1.866307 9.420276 -5.738711 -0.127 -0.182 -0.068 0.111
H -1.618747 8.756563 -7.384678 -0.079 -0.079 0.160 0.113
C 4.963197 4.653818 7.467364 -0.143 0.245 0.109 -0.224
C 6.195244 4.336679 8.313580 0.255 0.288 -0.024 -0.218
C 6.032059 2.914063 8.846125 0.419 0.195 0.535 -0.224
S 5.019640 2.048040 7.655885 0.344 -0.059 -0.197 0.671
O 3.760812 1.706129 8.284043 0.392 -0.091 -0.111 -0.331
O 5.831660 1.068224 6.962317 -0.617 -0.016 0.296 -0.328
C 4.751806 3.439570 6.575364 -0.153 0.402 -0.348 -0.234
H 5.098462 5.566042 6.878994 -0.054 -0.147 0.083 0.120
H 4.093445 4.796731 8.119703 0.078 -0.012 -0.129 0.123
H 7.093227 4.395113 7.686565 -0.136 -0.010 0.090 0.121
H 6.319376 5.052775 9.131929 0.006 -0.145 -0.133 0.119
H 6.995596 2.406946 8.940717 -0.284 -0.102 -0.016 0.109
H 5.509661 2.903753 9.806679 -0.003 -0.114 -0.200 0.109
H 3.749888 3.391516 6.145441 0.107 -0.171 0.046 0.108
H 5.504693 3.397422 5.782628 -0.101 -0.094 0.116 0.113
C -4.881412 -5.263505 -5.162946 -0.081 0.236 -0.091 -0.223
C -3.365806 -5.200301 -4.979799 0.175 0.079 -0.362 -0.214
C -3.067996 -5.505434 -3.512737 0.580 0.363 -0.070 -0.226
S -4.400194 -6.548308 -2.938870 0.170 -0.680 -0.348 0.665
O -5.152621 -5.824330 -1.935953 0.144 -0.058 0.221 -0.341
O -3.893884 -7.887215 -2.712085 -0.314 0.610 0.412 -0.325
C -5.329133 -6.536125 -4.459573 -0.375 0.019 -0.411 -0.232
H -5.162911 -5.268247 -6.220000 0.014 0.005 0.185 0.122
H -5.347498 -4.389943 -4.691678 -0.003 -0.116 -0.079 0.120
H -2.889604 -5.954897 -5.617570 -0.073 0.117 0.110 0.123
H -2.963488 -4.224592 -5.269679 -0.022 -0.188 0.063 0.121
H -2.117863 -6.032911 -3.396407 -0.229 0.036 0.171 0.109
H -3.065339 -4.594995 -2.907127 -0.037 -0.156 -0.005 0.093
H -6.398844 -6.554393 -4.244243 0.161 -0.107 0.136 0.113
H -5.044644 -7.423700 -5.032568 -0.019 0.074 0.180 0.114
```
Forces are in eV/Å.

Results
- Spin multiplicity: 1
- Total charge: +1
- Orbital gap: 7.911 eV

---

# 3
Formula: C5H12O2
Source: the OMol25 dataset
Level of theory: ωB97M-V/def2-TZVPD

The geometry in XYZ format:
```
19
Properties=species:S:1:pos:R:3:forces:R:3:nbo_charge:R:1
C -1.673025 1.463805 1.439017 -0.197 -0.302 -0.164 -0.665
C -0.938443 0.122025 1.363277 -0.578 -0.840 -0.408 -0.146
C 0.248509 0.020064 0.495039 -0.286 0.419 -0.280 -0.035
O 1.247171 -0.750832 1.104651 0.104 -0.160 -0.073 -0.727
C -0.060200 -0.408009 -0.911091 -0.575 -0.941 0.138 -0.330
C 1.176654 -0.360735 -1.845694 -0.541 -0.221 -0.073 -0.105
O 2.120605 -1.342800 -1.412169 0.250 -0.158 -0.127 -0.741
H -2.705251 1.314192 1.758544 -0.009 0.024 -0.083 0.226
H -1.226045 2.150139 2.185451 0.058 -0.533 -0.232 0.221
H -1.682364 2.014989 0.489962 -0.024 -0.292 0.083 0.207
H -1.634603 -1.314596 0.509148 0.665 1.912 0.978 0.015
H -0.765796 -0.308237 2.350908 -0.089 -0.115 -0.229 0.219
H 0.572784 1.061382 0.289456 0.260 0.081 0.456 0.200
H 1.679637 -1.264657 0.400427 0.023 0.104 0.205 0.498
H -0.888147 0.150850 -1.355740 0.125 0.135 0.152 0.214
H -1.034225 -1.533343 -0.413633 1.666 1.453 -0.786 0.116
H 1.694196 0.627370 -1.877472 -0.658 -0.350 0.350 0.175
H 0.861347 -0.556455 -2.876704 0.012 -0.151 0.075 0.177
H 3.007198 -1.085154 -1.693378 -0.207 -0.065 0.018 0.480
```
Forces are in eV/Å.

Results
- Spin multiplicity: 1
- Energy above the lowest of the compared OMol25 structures with the same formula, charge and spin: 126.9 kcal per mole
- Orbital gap: 8.783 eV

---

| no. | LUMO energy (eV) |
| --- | --- |
| 1 | -0.23 |
| 2 | -3.30 |
| 3 | 0.31 |